C19H26HfN3O3SSi | ωB97M-V/def2-TZVPD

Last column: Mulliken charge in e.
Cartesian coordinates (Å):
Hf1 -0.0871 -0.2018 0.0110  1.218
C1 -1.5275 1.3400 -3.4059  -1.747
C2 -0.4657 1.5670 -2.3673  0.690
C3 0.8070 0.9933 -2.5024  -0.175
C4 1.8234 1.2832 -1.5966  -0.663
C5 1.5727 2.1262 -0.5142  -0.134
C6 0.3036 2.6734 -0.3473  -0.627
C7 -0.7058 2.3946 -1.2667  -0.109
H1 -1.4213 0.3705 -3.8917  0.384
H2 -1.4301 2.0964 -4.1870  0.410
H3 -2.5293 1.4415 -2.9888  0.388
H4 1.0064 0.3175 -3.3257  0.398
H5 2.7859 0.8035 -1.7014  0.282
H6 2.3507 2.3256 0.2107  0.432
H7 0.0808 3.2811 0.5195  0.349
H8 -1.6946 2.8065 -1.1102  0.398
N1 -1.8196 -1.1017 -1.2853  -0.686
C8 -2.4203 -2.2126 -0.4850  -0.685
C9 -1.2578 -2.9700 0.1418  0.550
O1 -1.1366 -4.1632 -0.0280  -0.634
N2 -0.4141 -2.1366 0.8272  0.035
C10 0.8434 -2.7606 1.2283  -0.563
C11 1.9936 -2.1192 0.4560  0.450
O2 3.1468 -2.2848 0.7378  -0.600
O3 1.5800 -1.2772 -0.5093  -0.628
H9 -1.4405 -1.4928 -2.1476  0.320
H10 -2.5388 -0.4409 -1.5693  0.224
H11 -3.0451 -1.7731 0.2919  0.322
H12 -3.0029 -2.8873 -1.1070  0.435
H13 1.0416 -2.6235 2.2928  0.294
H14 0.8218 -3.8334 1.0310  0.443
C12 -3.6024 2.2314 4.0555  -1.024
Si1 -2.0379 1.9017 5.0216  0.191
C13 -2.3244 0.5631 6.2993  -1.074
C14 -1.4559 3.4949 5.8221  -1.057
C15 -0.5538 1.2885 3.9786  0.343
C16 0.6629 1.1959 4.6492  -0.065
C17 1.8269 0.7350 4.0335  -1.400
C18 1.7583 0.3675 2.7156  -0.203
N3 0.6003 0.4560 2.0364  0.003
C19 -0.5385 0.8867 2.6384  0.616
S1 -1.9128 0.8560 1.5573  -0.500
H15 -4.3388 2.6362 4.7544  0.347
H16 -4.0215 1.3288 3.6134  0.323
H17 -3.4552 2.9667 3.2642  0.324
H18 -3.1164 0.8631 6.9882  0.348
H19 -1.4301 0.3631 6.8922  0.354
H20 -2.6295 -0.3733 5.8289  0.340
H21 -2.2436 3.8933 6.4645  0.349
H22 -1.2293 4.2535 5.0705  0.324
H23 -0.5683 3.3627 6.4423  0.343
H24 0.7095 1.4854 5.6928  0.345
H25 2.7573 0.6609 4.5766  0.431
H26 2.6148 -0.0148 2.1716  0.572

The LUMO energy is -0.13275 Eh. Its charge is +1. The value obtained for the energy above the lowest of the compared OMol25 structures with the same formula, charge and spin is 36.3 kJ/mol. The calculation puts the total energy at -1865.31072 hartree. Its HOMO-LUMO gap is 7.91 eV. The calculation puts the highest occupied orbital energy at -11.52 eV. The largest force on an atom comes out at 0.811 eV/Å.